# 1
C19H26BN7Pt | ωB97M-V/def2-TZVPD

```
54
Properties=species:S:1:pos:R:3:forces:R:3
H 0.0327 2.5528 0.5267 0.019 0.028 -0.401
N 0.1218 1.3995 -1.2558 1.589 1.772 -1.045
B 0.3318 0.5075 -3.6149 -0.134 -0.237 1.049
N 0.4403 1.6622 -2.5681 -0.302 0.703 1.175
C 0.6843 2.9876 -2.6843 -0.298 -0.548 0.507
Pt -0.5399 -0.5429 -0.5093 1.513 -1.284 3.250
H 0.9164 3.4107 -3.6491 0.018 0.061 0.077
C 0.5407 3.5718 -1.4278 0.177 0.032 -0.052
H 0.6279 4.6102 -1.1803 0.157 0.204 -0.048
C 0.2198 2.5420 -0.5432 0.023 -0.321 -1.570
H 0.5568 0.8507 -4.7352 -0.067 -0.044 0.148
C -0.8149 -2.5539 -0.3833 -0.373 -1.540 -0.146
H -1.5481 -2.7102 0.4215 0.009 0.164 0.083
H 0.0946 -3.1031 -0.1375 -0.250 0.008 -0.012
H -1.2607 -2.9434 -1.3017 0.229 -0.020 0.091
N -1.1035 -0.0731 -3.4123 -0.910 -0.250 0.746
N 1.2672 -0.6182 -3.1077 0.591 -0.750 0.706
N -1.5757 -0.4554 -2.1593 -2.046 -0.179 -2.473
N 1.0241 -1.1948 -1.8794 1.453 0.130 -1.478
C -2.0900 -0.2515 -4.3126 0.309 -0.072 1.132
C 2.3639 -1.1975 -3.6490 -0.533 0.008 0.660
H -1.9119 -0.0087 -5.3506 -0.125 -0.044 0.109
H 2.7282 -0.8777 -4.6178 -0.069 -0.129 0.172
C -3.2049 -0.7527 -3.6453 -0.261 -0.043 -0.013
C 2.8264 -2.1624 -2.7595 -0.079 0.163 0.038
C -2.8584 -0.8738 -2.3027 1.070 0.635 -1.072
C 1.9587 -2.1296 -1.6595 0.288 0.493 -0.925
H -4.1567 -0.9852 -4.0821 -0.094 -0.076 -0.069
H 3.6835 -2.7974 -2.8804 0.050 -0.082 -0.061
H -3.4216 -1.2366 -1.4563 0.018 0.050 -0.088
H 1.9928 -2.7271 -0.7561 -0.065 0.214 -0.223
H -1.1873 0.8049 0.1142 -0.799 0.836 0.701
C -1.4207 0.4343 5.2041 -0.794 -0.329 0.774
N -1.4509 0.6189 3.7862 1.187 0.312 0.202
C -1.3460 1.9722 3.3338 -0.682 0.975 -0.245
C -1.1905 -0.4875 2.8932 -1.075 -1.183 0.020
C 0.2590 -0.5660 2.5057 0.868 0.393 1.556
C 1.2127 -0.7256 3.5276 -1.509 -0.004 -0.367
C 2.5626 -0.5038 3.2818 0.490 -0.067 0.025
C 2.9746 -0.1504 1.9988 -0.360 -0.014 -1.142
C 2.0271 -0.0897 0.9641 2.089 0.382 0.299
C 0.6876 -0.3862 1.1858 -1.869 0.024 -1.403
H -2.0848 1.1871 5.6524 0.200 -0.271 0.020
H -0.4145 0.5982 5.6344 -0.178 0.009 -0.365
H -1.7670 -0.5766 5.4585 0.185 0.319 -0.024
H -0.3013 2.3390 3.3075 -0.181 -0.442 0.033
H -1.7943 2.0959 2.3372 0.221 -0.174 0.235
H -1.8819 2.6009 4.0608 0.203 -0.083 -0.367
H -1.4680 -1.4088 3.4317 -0.038 0.317 -0.205
H -1.8598 -0.3798 2.0228 0.390 0.038 0.189
H 0.8647 -0.9630 4.5352 0.246 -0.030 -0.267
H 3.2821 -0.5684 4.0991 -0.189 0.056 -0.219
H 4.0168 0.0809 1.7753 -0.291 -0.130 0.145
H 2.3544 0.1732 -0.0371 -0.020 0.021 0.137
```
Positions in Å, forces in eV/Å.

Values from the calculation:
Frontier orbital gap (alpha / beta) in eV: 6.52 / 4.37
<S²>: 6.031
Multiplicity: 5
Total charge: +2
Energy relative to the best compared isomer or geometry (same formula, charge and spin) in kJ/mol: 0.00
LUMO (alpha / beta) in eV: -5.68 / -10.09

Mulliken population analysis, charges in e, atoms 1 to 8: 0.23, -0.14, 0.02, -0.05, -0.13, 1.44, 0.49, -1.07


# 2
C19H26ClN6NaSi2 | ωB97M-V/def2-TZVPD

```
55
Properties=species:S:1:pos:R:3:forces:R:3
Na 0.1058 0.0955 0.1935 0.110 0.289 -0.120
N 1.6281 2.8811 1.9961 -0.032 -0.203 0.429
C 1.5865 3.3891 0.7427 -0.044 -0.003 -0.367
N 2.0119 4.6673 0.6105 -0.042 -0.062 0.021
C 2.0125 5.0731 -0.6648 0.070 0.137 -0.057
N 2.4150 6.4001 -0.8603 -0.006 0.006 -0.049
N 1.6778 4.3967 -1.7330 -0.045 -0.109 0.082
C 1.2325 3.1161 -1.4834 -0.064 -0.090 -0.019
N 1.1678 2.5867 -0.2236 0.155 0.235 0.206
C 0.8241 2.3093 -2.5706 -0.037 -0.129 -0.091
C 0.8705 2.8002 -3.9116 0.006 -0.019 0.128
C 0.4691 2.0006 -4.9413 -0.025 -0.062 -0.115
C 0.0133 0.6931 -4.6706 0.044 0.121 0.044
C 0.0026 0.2950 -3.3414 -0.019 -0.018 0.042
N 0.3804 1.0310 -2.3044 -0.012 0.093 -0.230
H 1.6877 3.5538 2.7395 -0.016 -0.071 -0.007
H 1.1515 1.9938 2.1537 0.023 0.087 -0.030
H 3.0344 6.7175 -0.1315 0.010 -0.011 0.012
H 2.7664 6.5497 -1.7941 -0.021 -0.011 0.035
H 1.2282 3.8063 -4.0778 -0.011 0.001 0.014
H 0.5040 2.3747 -5.9606 -0.009 -0.017 0.000
H -0.3226 0.0172 -5.4451 0.006 0.004 -0.016
H -0.3452 -0.7076 -3.1013 -0.004 0.079 0.003
C 0.8492 -4.1612 -0.3889 0.067 -0.103 0.033
Si 0.4527 -2.6292 -1.4552 -0.316 0.180 0.261
C 1.9897 -2.4827 -2.5698 0.154 -0.056 -0.062
C -0.9080 -3.2926 -2.6226 0.184 -0.324 -0.151
C -0.7246 -4.3824 -3.4895 -0.083 0.146 0.021
C -1.7623 -4.8573 -4.2757 -0.017 0.019 0.021
C -3.0163 -4.2517 -4.2006 0.015 -0.016 -0.001
C -3.2105 -3.1822 -3.3414 0.166 0.019 0.007
C -2.1626 -2.6880 -2.5482 -0.371 -0.039 -0.102
Si -2.3753 -1.2742 -1.2839 0.396 -0.137 0.203
C -3.6569 -1.9986 -0.0714 -0.104 -0.019 0.057
C -3.3660 0.0516 -2.2188 -0.130 0.091 -0.052
H 0.8883 -5.0628 -1.0141 0.028 -0.021 0.037
H 0.0991 -4.3127 0.3898 -0.022 -0.002 -0.020
H 1.8169 -4.0432 0.1070 -0.011 0.004 0.012
H 2.0839 -3.3648 -3.2169 0.059 0.015 -0.004
H 2.8884 -2.4153 -1.9499 0.010 -0.008 -0.015
H 1.9549 -1.5937 -3.2009 -0.007 -0.013 -0.019
H 0.2474 -4.8644 -3.5523 0.013 -0.005 0.008
H -1.6025 -5.6979 -4.9437 -0.008 -0.004 -0.010
H -3.8362 -4.6199 -4.8095 0.004 -0.007 -0.012
H -4.1929 -2.7209 -3.2864 -0.012 0.006 0.005
H -4.4368 -2.5409 -0.6216 -0.032 0.011 0.040
H -4.1323 -1.2011 0.5069 0.009 -0.006 0.009
H -3.1931 -2.6860 0.6387 0.006 -0.017 -0.024
H -4.2407 -0.3957 -2.7095 -0.021 0.054 -0.012
H -2.7599 0.5503 -2.9768 0.007 -0.013 -0.022
H -3.7191 0.8154 -1.5208 -0.018 0.002 -0.008
Cl -0.3477 -1.5494 3.3365 0.066 0.223 -0.040
C 0.1674 0.2086 2.8594 -0.038 -0.142 -0.228
H 1.0989 0.3281 3.4301 -0.018 -0.055 0.095
H -0.5817 0.8144 3.3866 -0.011 -0.034 0.055
```
Positions in Å, forces in eV/Å.

Values from the calculation:
Frontier orbital gap (alpha / beta) in eV: 3.71 / 4.21
Total charge: -2
LUMO (alpha / beta) in eV: 4.14 / 4.15

Mulliken population analysis, charges in e, atoms 1 to 8: 0.63, -0.27, 0.29, -0.81, 0.52, -0.51, -0.58, -0.88


# 3
C19H26ClNO3 | ωB97M-V/def2-TZVPD

```
50
Properties=species:S:1:pos:R:3:forces:R:3
C 1.4045 3.8866 -2.7542 -0.338 -2.845 -1.378
O 0.3962 2.7488 -2.8868 1.100 0.133 -0.333
C -0.3661 2.3344 -1.7304 1.197 3.251 1.870
C -0.5267 0.8784 -1.1945 1.067 0.543 -1.050
C 0.7949 0.2035 -0.7964 1.885 2.089 -2.354
C 1.6526 1.0843 0.0771 0.189 0.976 0.793
C 2.9461 0.5263 0.5843 -1.537 -2.679 2.274
C 4.2304 0.9379 0.0108 -0.563 1.472 -0.188
C 2.8982 -0.4878 1.4846 0.613 -1.798 -1.252
C 4.1333 -1.3171 1.8674 -2.270 -1.027 1.191
C 1.6504 -1.1828 2.0229 -0.249 1.023 0.673
N -1.3659 0.9519 0.0198 1.032 1.869 -0.854
C -2.0664 -0.1156 0.4344 -1.713 -1.364 0.965
C -2.7590 -0.1007 1.6863 -0.520 0.660 -0.708
C -3.7599 -1.0445 1.9745 1.815 0.111 -1.524
C -3.8200 -2.1727 1.1603 0.159 0.169 0.160
C -4.5889 -3.3236 1.6943 1.681 -1.848 -2.893
O -4.3395 -4.4555 1.3038 -0.479 0.967 0.949
O -5.5372 -3.0736 2.5656 -1.296 0.020 0.886
C -3.0183 -2.2776 -0.0028 -1.332 -1.989 0.360
C -2.2320 -1.2519 -0.4189 1.371 0.579 -0.228
C -1.4685 -1.3615 -1.7315 -0.186 0.988 -1.148
C -1.1071 0.0255 -2.3276 -1.391 -0.434 0.872
Cl -2.6638 0.7732 -3.0002 0.741 -0.366 0.252
H 1.0561 4.7307 -2.2570 -1.176 1.187 1.376
H 2.3251 3.5210 -2.2701 -0.354 0.049 -0.278
H 1.6095 4.2724 -3.7800 -0.123 -0.914 0.592
H 0.1407 2.9705 -0.9314 -0.998 -0.986 -0.156
H -1.3702 2.7545 -1.8436 0.016 -0.269 -0.038
H 1.4177 -0.1361 -1.6825 -0.747 0.623 0.618
H 0.6353 -0.6530 -0.2844 -0.997 -2.782 1.637
H 1.9826 1.9278 -0.4451 0.187 1.469 -1.435
H 1.0566 1.5846 0.8573 0.036 -0.642 0.238
H 4.9060 0.1269 0.0827 0.822 -0.763 -0.808
H 3.9999 1.3742 -0.9719 0.793 -0.464 -0.059
H 4.7013 1.7160 0.6013 0.020 0.506 0.146
H 4.7274 -1.7731 1.1218 0.631 0.035 -1.263
H 3.8132 -2.1927 2.5012 0.125 0.807 -0.633
H 4.7073 -0.7561 2.5261 1.620 1.090 1.056
H 1.2805 -2.0727 1.4446 0.417 0.954 0.253
H 1.8832 -1.5629 3.0529 -0.412 0.425 -0.833
H 0.8853 -0.3810 2.1022 -0.152 -0.926 0.030
H -1.2699 1.8047 0.6113 -0.232 -1.318 -0.798
H -2.5974 0.7887 2.3020 -0.221 -0.295 -0.030
H -4.4675 -1.0082 2.7722 0.312 0.572 0.842
H -5.8327 -2.1681 2.4258 -0.148 0.071 0.255
H -3.0916 -3.2524 -0.5874 0.123 1.485 0.779
H -0.5287 -1.9033 -1.7409 0.179 -0.325 0.721
H -2.0627 -1.8669 -2.4860 -0.296 -0.180 0.075
H -0.3943 -0.0314 -3.1638 -0.396 0.094 0.378
```
Positions in Å, forces in eV/Å.

Values from the calculation:
Frontier orbital gap in eV: 8.58
Total charge: 0
Energy relative to the best compared isomer or geometry (same formula, charge and spin) in kJ/mol: 210.55
LUMO in eV: 0.51
SMILES: COC[C@@]1(CCC(C)=C(C)C)Nc2ccc(C(=O)O)cc2C[C@H]1Cl

Mulliken population analysis, charges in e, atoms 1 to 8: -0.68, -0.43, -1.72, 0.68, -0.82, -0.81, 0.17, -1.79